# 1
Formula: C3H3N3O2
Source: OMol25
Level of theory: wB97M-V/def2-TZVPD

SMILES: [H]/N=C1\N=COC=NO1
ΔE to the lowest compared entry with this formula, charge and spin: 6.790 eV

Element x y z (Å)
H (2.0948, -1.8574, 0.3352)
N (1.5375, -1.3108, 0.8939)
C (0.4467, -1.0102, 0.3644)
N (0.0264, -1.2338, -1.0351)
C (-0.5629, -0.2086, -1.5599)
O (-0.6098, 1.1286, -0.9305)
C (0.0640, 1.5992, 0.0835)
N (-0.1276, 1.0989, 1.2322)
O (-0.7343, -0.2445, 1.0472)
H (-1.4012, -0.0926, -2.5349)
H (0.3188, 2.7144, 0.3013)

Forces on the atoms, in the same order (eV/Å):
1.7 -1.3 -1.9
-3.4 1.6 1.9
-1.8 1.0 -0.7
-1.4 2.5 0.1
-1.3 0.7 0.5
-0.3 -1.7 -4.9
-1.2 2.2 3.6
0.6 -1.8 0.8
3.9 -0.6 -0.6
3.2 -0.7 3.0
0.0 -1.8 -1.8



# 2
Formula: C3H3N3O2
Source: OMol25
Level of theory: wB97M-V/def2-TZVPD

ΔE to the lowest compared entry with this formula, charge and spin: 8.538 eV

Element x y z (Å)
C (1.8125, -0.5835, -0.2749)
C (-0.2652, -0.4565, -0.2918)
C (-1.7583, -0.7853, 0.0942)
H (-0.0911, 2.6506, 0.8752)
H (2.8217, -0.9232, -0.1753)
H (-2.2093, -1.8012, 1.0427)
N (0.3318, 0.7692, -0.1757)
N (1.6275, 0.6980, -0.2931)
N (0.7590, -1.3405, -0.1358)
O (-0.4520, 1.7475, -0.1035)
O (-2.5766, 0.0248, -0.5620)

Forces on the atoms, in the same order (eV/Å):
2.5 -1.2 0.8
0.6 -2.5 4.0
-3.5 3.6 -3.0
-1.1 -3.9 -3.8
0.3 -0.4 -0.3
1.7 3.2 -3.1
-1.0 -4.3 -0.9
-0.1 2.6 0.2
-2.4 -0.7 -1.6
-0.7 8.7 3.4
3.8 -5.2 4.3



# 3
Formula: C3H3N3O2
Source: OMol25
Level of theory: wB97M-V/def2-TZVPD

SMILES: ON=c1ncocn1
ΔE to the lowest compared entry with this formula, charge and spin: 3.673 eV

Element x y z (Å)
O (0.3180, -2.0093, 1.9598)
N (0.2087, -0.6720, 1.9623)
C (0.0551, -0.0851, 0.8539)
N (-0.0928, 1.3253, 0.7511)
C (-0.1735, 1.7971, -0.4188)
O (-0.1751, 1.0627, -1.5539)
C (-0.0557, -0.2802, -1.3756)
N (0.0047, -0.8895, -0.2732)
H (0.1322, -2.2778, 1.0501)
H (-0.2575, 2.8524, -0.6362)
H (0.0358, -0.8236, -2.3194)

Forces on the atoms, in the same order (eV/Å):
-0.1 -0.4 0.0
0.2 1.7 1.7
-0.5 0.1 0.1
0.3 -0.3 0.0
-0.1 -0.2 1.2
0.2 -0.5 -0.8
0.1 -0.7 -0.5
0.1 0.4 -1.5
0.1 -0.5 -0.4
-0.1 0.1 0.1
-0.3 0.3 0.2



# 4
Formula: C3H3N3O2
Source: OMol25
Level of theory: wB97M-V/def2-TZVPD

SMILES: O/N=c1\nccno1
ΔE to the lowest compared entry with this formula, charge and spin: 8.164 eV

Element x y z (Å)
O (-0.6867, -0.9919, 2.1105)
N (-0.3542, 0.4550, 2.0089)
C (-0.2207, 0.5248, 0.7421)
N (-0.6541, -0.6081, 0.0932)
C (-0.3481, -0.6533, -1.1472)
C (0.7279, 0.3982, -1.6142)
N (0.7479, 1.5272, -1.1356)
O (0.3129, 1.6765, 0.1354)
H (-0.3567, -1.2103, 3.2165)
H (-0.5880, -1.5248, -1.9298)
H (1.4197, 0.4067, -2.4799)

Forces on the atoms, in the same order (eV/Å):
1.6 0.0 7.7
0.5 -1.3 -0.2
0.3 0.7 1.0
-1.0 0.4 -4.9
3.2 -0.7 -1.2
-1.4 -3.5 -2.6
1.8 2.9 1.6
-2.4 -0.8 1.5
-1.6 1.2 -4.9
0.1 2.0 2.1
-1.2 -0.9 0.0



# 5
Formula: C3H3N3O2
Source: OMol25
Level of theory: wB97M-V/def2-TZVPD

ΔE to the lowest compared entry with this formula, charge and spin: 6.257 eV

Element x y z (Å)
C (0.0363, 0.3788, -0.6723)
C (0.6419, -1.6393, 0.9598)
C (-0.7701, 0.3589, 0.7090)
H (0.3403, 1.3682, -2.4313)
H (1.1875, -2.3357, 1.8028)
H (-1.6320, 1.8375, 0.0385)
N (0.9380, -0.4161, -1.1052)
N (-0.1890, -0.7297, 1.4104)
N (-1.7915, 1.1014, 0.9110)
O (0.1150, 1.7045, -1.2847)
O (1.1237, -1.6285, -0.3379)

Forces on the atoms, in the same order (eV/Å):
1.1 3.7 1.0
-0.5 2.8 1.1
1.5 -2.0 -3.2
-0.8 1.9 5.2
-1.4 1.4 -2.9
-1.2 -2.1 2.7
-0.9 -1.0 1.1
0.1 -1.3 0.8
2.4 1.4 -2.3
0.0 -4.6 -4.6
-0.3 -0.2 1.0



# 6
Formula: C3H3N3O2
Source: OMol25
Level of theory: wB97M-V/def2-TZVPD

SMILES: O=c1ccnnn1O
ΔE to the lowest compared entry with this formula, charge and spin: 5.989 eV

Element x y z (Å)
O (1.1525, -1.3706, -1.1361)
C (0.2416, -0.8680, -0.5175)
C (-1.1499, -0.9717, -0.3980)
C (-1.9448, 0.0982, 0.2617)
N (-1.3887, 1.1810, 0.7766)
N (-0.0497, 1.2791, 0.9548)
N (0.6238, 0.3511, 0.1561)
O (1.9429, 0.4963, 0.0809)
H (-1.3536, -1.9282, -0.6907)
H (-2.8806, -0.2693, 0.5215)
H (2.2914, -0.0371, -0.6784)

Forces on the atoms, in the same order (eV/Å):
-0.1 -1.6 -0.5
-0.4 3.4 0.1
-0.2 3.4 2.1
4.7 -4.2 -2.2
1.8 0.4 2.2
-1.2 -2.5 -4.2
-0.3 1.3 1.5
1.3 1.7 1.1
-2.3 -2.2 -0.7
-2.2 0.7 0.1
-1.1 -0.2 0.5